Record 1
Density functional theory data (the ωB97M-V functional and the def2-TZVPD basis) for an isolated molecule of C5H2O at a distorted geometry.

## Properties
Energy above the lowest of the compared OMol25 structures with the same formula, charge and spin = 18.0 kcal/mol
Electronic energy = -7259.7265 eV
LUMO level = -0.02071 Ha
Orbital gap = 0.3235 hartree

Last column: Löwdin charge in e.
Cartesian coordinates (Å):
1 C -0.710590 -1.092163 1.410923  0.145
2 C -0.423918 -0.395823 0.470911  -0.152
3 C -0.681707 0.372462 -0.734743  -0.122
4 C 0.388159 0.938231 -1.279253  -0.009
5 C 1.515986 0.698663 -0.611155  -0.236
6 O 2.629513 0.766823 -0.396919  0.236
7 H -1.019139 -1.712337 2.221514  0.037
8 H -1.698305 0.424145 -1.081278  0.101

Forces on atoms 1 to 2 (eV/Å):
C 0.16 -0.12 0.19
C -2.71 -0.30 -0.32

Record 2
Density functional theory data (the ωB97M-V functional and the def2-TZVPD basis) for a structure of composition C5H2O3 at a distorted geometry.

## Properties
Energy above the lowest of the compared OMol25 structures with the same formula, charge and spin = 53.2 kcal/mol
Electronic energy = -11355.2433 eV
LUMO level = 0.00612 Ha
Orbital gap = 0.3659 hartree

Last column: Löwdin charge in e.
Cartesian coordinates (Å):
1 C 1.819167 -0.167266 -0.120400  -0.211
2 C 0.220028 0.862003 0.043853  -0.232
3 C -1.092929 0.999524 0.239434  0.047
4 C -0.798688 -1.134555 -0.074642  -0.139
5 C 0.327534 -0.534491 -0.058606  -0.048
6 H -1.846548 1.696988 0.114100  0.105
7 H -1.279008 -2.057824 -0.388460  0.159
8 O 2.855741 -0.682508 0.280557  0.145
9 O 1.511195 1.311147 -0.151365  0.123
10 O -1.716493 -0.293017 0.115525  0.051

Forces on atoms 1 to 2 (eV/Å):
C 3.07 -2.52 2.84
C -2.29 -0.07 0.19

Record 3
Density functional theory data (the ωB97M-V functional and the def2-TZVPD basis) for a structure of composition C5H2O6 at a distorted geometry.

## Properties
Energy above the lowest of the compared OMol25 structures with the same formula, charge and spin = 0.0 kcal/mol
Electronic energy = -17501.8145 eV
LUMO level = 0.24790 Ha
Charge = -2
Orbital gap = 0.2433 hartree

Last column: Löwdin charge in e.
Cartesian coordinates (Å):
1 C 1.630640 0.395061 0.580052  -0.070
2 C 0.599034 1.213654 0.331370  -0.340
3 C 1.567027 -0.917668 0.055688  -0.521
4 C -1.802583 -0.416926 0.342984  -0.641
5 C -0.509404 -0.118657 -0.509969  -0.363
6 O 0.291509 2.381605 0.610747  -0.082
7 O -1.691122 -0.872754 1.474482  -0.014
8 O 2.518723 -1.725616 0.051776  -0.059
9 O -2.804540 -0.059706 -0.324998  -0.061
10 O 0.365047 -1.219302 -0.565613  0.046
11 O -0.856143 0.415861 -1.742146  -0.076
12 H 2.589677 0.450686 1.082156  0.086
13 H -1.897866 0.473758 -1.386529  0.095

Forces on atoms 1 to 2 (eV/Å):
C 2.16 -1.67 0.38
C -3.02 -0.95 -0.09

Record 4
Density functional theory data (the ωB97M-V functional and the def2-TZVPD basis) for a cluster of 10 separate species, C5H30N2O10 in total at a distorted geometry.

## Properties
Energy above the lowest of the compared OMol25 structures with the same formula, charge and spin = 110.1 kcal/mol
Electronic energy = -29124.4996 eV
LUMO level = -0.00640 Ha
Orbital gap = 0.3272 hartree

Last column: Löwdin charge in e.
Cartesian coordinates (Å):
1 N 0.359249 2.990387 -1.229286  0.062
2 C 0.065717 2.380938 -0.013806  -0.230
3 N 0.197083 1.122708 -0.066938  -0.004
4 C 0.407558 0.236634 1.012556  -0.255
5 C -0.225493 0.432144 2.330001  -0.256
6 C 0.517951 0.257570 3.585406  -0.176
7 C 1.607941 -0.849641 3.512004  -0.223
8 O 1.166479 -2.080407 2.928873  -0.109
9 H 0.186139 2.673529 -2.203189  0.098
10 H 0.049139 3.954442 -1.397108  0.092
11 H -0.351652 3.029061 0.794487  0.154
12 H 0.381358 -0.807470 0.694648  0.094
13 H 1.447905 0.469387 1.264380  0.104
14 H -1.058696 -0.309241 2.330640  0.104
15 H -1.057738 1.178474 2.446201  0.130
16 H -0.130656 0.050768 4.460445  0.128
17 H 1.173661 1.173040 3.702321  0.137
18 H 2.456978 -0.562887 2.839179  0.111
19 H 1.904317 -1.172427 4.502827  0.115
20 H 0.281732 -2.101027 2.557598  0.053
21 O -0.727008 0.445866 -4.206648  -0.077
22 H -0.213219 -0.254311 -4.625086  0.044
23 H -0.707366 0.054178 -3.317615  -0.009
24 O -4.456198 -0.878980 -1.267423  -0.063
25 H -3.500925 -0.737782 -1.448517  0.027
26 H -4.285732 -1.811769 -1.073355  0.048
27 O -2.994040 0.427019 0.800415  -0.040
28 H -3.083216 -0.513072 0.653129  0.020
29 H -3.381866 0.839987 0.028671  0.018
30 O -0.277704 -3.190483 0.444529  -0.033
31 H 0.584441 -3.340801 0.860548  0.060
32 H -0.823331 -3.975180 0.395857  0.073
33 O 1.399749 0.288018 -2.465308  -0.064
34 H 1.208298 0.680204 -1.610808  -0.033
35 H 2.199774 -0.206885 -2.629066  0.048
36 O 3.457495 -2.015321 0.912434  -0.040
37 H 3.258890 -2.952998 0.900075  0.035
38 H 2.658176 -1.615447 1.268012  -0.019
39 O -2.472558 2.538361 -2.301827  -0.104
40 H -3.127784 1.776946 -2.418326  0.066
41 H -1.847556 2.187698 -3.000232  0.030
42 O 3.485290 1.147302 -0.173377  -0.045
43 H 3.577818 0.262465 -0.516197  0.017
44 H 2.751342 1.709314 -0.421140  0.009
45 O -0.779344 -1.670233 -1.725288  -0.089
46 H -0.496271 -2.327210 -1.043821  -0.005
47 H -0.492896 -0.799423 -1.383575  -0.001

Forces on atoms 1 to 2 (eV/Å):
N -0.60 3.13 -1.45
C -0.98 -0.60 -2.00

Record 5
Density functional theory data (the ωB97M-V functional and the def2-TZVPD basis) for a cluster of 10 separate species, C5H30N2O10 in total at a distorted geometry.

## Properties
Energy above the lowest of the compared OMol25 structures with the same formula, charge and spin = 46.4 kcal/mol
Electronic energy = -29127.2616 eV
LUMO level = 0.00097 Ha
Orbital gap = 0.3341 hartree

Last column: Löwdin charge in e.
Cartesian coordinates (Å):
1 C 1.994067 -1.071332 -2.176689  -0.058
2 C 0.489900 -0.812865 -2.429179  -0.256
3 N -0.381940 -1.065832 -1.293975  -0.050
4 C -0.736398 0.085047 -0.526649  -0.144
5 C 0.034901 0.414445 0.737210  -0.428
6 O 0.483655 -0.493587 1.470580  -0.041
7 N 0.224644 1.685088 1.151927  0.060
8 C -0.357094 2.811076 0.402818  -0.045
9 H 2.138795 -1.311875 -1.127359  0.055
10 H 2.647406 -0.242137 -2.450829  0.059
11 H 2.289178 -1.849392 -2.885540  0.066
12 H 0.340163 0.200016 -2.761049  0.096
13 H 0.161571 -1.312284 -3.347340  0.103
14 H -0.054931 -1.857812 -0.756280  0.079
15 H -1.710067 -0.023101 -0.092025  0.099
16 H -0.760795 0.938160 -1.166385  0.108
17 H 0.320894 1.800553 2.144717  0.134
18 H -0.546530 3.658593 1.048477  0.091
19 H 0.350108 3.087615 -0.370876  0.059
20 H -1.376203 2.601543 0.086825  0.070
21 O -1.309463 -0.175636 4.012344  -0.036
22 H -0.929519 -1.053183 4.074916  0.049
23 H -0.767743 0.435008 3.517498  0.007
24 O -2.431939 -3.013739 2.036395  -0.051
25 H -2.493250 -3.673085 1.342764  0.035
26 H -1.503382 -2.912104 2.245299  -0.009
27 O 3.920129 1.483616 -0.376120  -0.065
28 H 3.535148 1.011579 0.381812  0.004
29 H 4.811570 1.184413 -0.548943  0.047
30 O -3.404531 1.433613 -1.242908  -0.068
31 H -3.118659 1.198235 -0.353667  -0.016
32 H -3.827459 0.630837 -1.581255  0.022
33 O 3.248817 -0.453657 1.429044  -0.055
34 H 3.823417 -0.837441 2.103692  0.065
35 H 2.458339 -1.009899 1.532567  0.026
36 O -3.084172 -1.062320 -2.762969  -0.064
37 H -2.415709 -0.793613 -3.404591  0.038
38 H -2.513197 -1.364306 -2.034824  0.022
39 O 1.794119 2.673261 -1.888230  -0.073
40 H 2.503212 2.916043 -2.492308  0.045
41 H 2.291091 2.330472 -1.128706  -0.001
42 O 0.205337 -3.197262 0.887200  -0.074
43 H 1.075756 -3.333716 0.494538  0.049
44 H 0.324728 -2.370732 1.395361  0.006
45 O -2.497858 1.162213 1.954743  -0.041
46 H -2.007107 0.357057 2.178843  0.013
47 H -3.238999 1.192427 2.569129  0.070

Forces on atoms 1 to 2 (eV/Å):
C -0.43 0.01 -1.03
C 0.38 0.52 -0.48

Record 6
Density functional theory data (the ωB97M-V functional and the def2-TZVPD basis) for a cluster of 11 separate species, C5H30NO12 in total at a distorted geometry.

## Properties
Energy above the lowest of the compared OMol25 structures with the same formula, charge and spin = 109.4 kcal/mol
Electronic energy = -31732.4551 eV
LUMO level = 0.09204 Ha
Charge = -1
Orbital gap = 0.3373 hartree

Last column: Löwdin charge in e.
Cartesian coordinates (Å):
1 O -0.826122 0.646348 1.543388  -0.106
2 C -0.382551 -0.094679 0.637046  -0.529
3 O -0.685299 -1.339158 0.538362  -0.072
4 C 0.384881 0.484568 -0.598609  -0.075
5 C 1.222870 1.669967 0.023219  -0.226
6 C 2.508480 1.389252 0.676723  -0.218
7 C 3.090677 0.141199 0.056220  -0.314
8 N 3.374487 0.291190 -1.365890  -0.032
9 H 0.919792 -0.353224 -0.981576  0.062
10 H -0.236811 0.856739 -1.458778  0.104
11 H 1.462419 2.498674 -0.785957  0.128
12 H 0.465830 2.323968 0.572726  0.118
13 H 2.289117 1.244419 1.713096  0.094
14 H 3.257266 2.166877 0.578255  0.113
15 H 2.430040 -0.830408 0.303306  0.144
16 H 4.039049 -0.272019 0.443608  0.105
17 H 2.740790 1.024690 -1.874101  0.097
18 H 3.176100 -0.593234 -1.910549  0.068
19 H -2.797115 0.330829 1.708642  -0.013
20 H -3.908289 1.360118 1.253353  -0.002
21 O -3.734516 0.495739 1.566958  -0.059
22 H 0.330419 -2.583117 0.744574  0.076
23 H 0.594680 -4.084379 0.725755  0.030
24 O 0.874996 -3.329142 0.199974  -0.135
25 H -2.730432 -1.838945 2.615589  -0.062
26 H -1.853145 -2.152654 1.285579  0.044
27 O -2.601110 -2.473638 1.968050  -0.121
28 H 1.375005 -3.313439 -1.672411  -0.053
29 H 0.506807 -3.242160 -2.992993  0.109
30 O 1.447141 -3.296063 -2.590530  -0.070
31 H 0.365538 0.481542 2.773572  0.079
32 H 0.336336 -0.069856 4.479431  0.060
33 O 0.820048 -0.091512 3.587211  -0.175
34 H -1.563812 0.578001 3.433830  -0.016
35 H -2.998401 0.981342 3.492217  -0.005
36 O -2.433833 0.263261 3.591889  -0.039
37 H 1.811437 -0.249743 -3.952293  -0.010
38 H 1.792174 -1.491065 -3.253783  0.033
39 O 1.386365 -1.050063 -4.052329  -0.053
40 H -2.425787 1.431677 -1.719991  0.083
41 H -1.675974 2.361674 -2.498555  0.012
42 O -2.439189 2.454903 -1.908265  -0.108
43 H -0.440901 -0.464369 -4.279592  0.016
44 H -1.769695 -0.414753 -3.639579  0.008
45 O -1.338815 -0.032179 -4.392600  -0.082
46 H -1.363623 2.356017 1.864398  0.002
47 H -2.618744 3.064969 1.329506  0.100
48 O -2.178571 2.761823 2.221904  -0.109

Forces on atoms 1 to 2 (eV/Å):
O 1.26 0.18 -0.42
C -2.13 -1.89 -1.87

Q: The highest LUMO level belongs to which entry?
A: C5H2O6

Q: LUMO level of number 6 (C5H30NO12)?
A: 0.09204 Ha

Q: orbital gap of number 6 (C5H30NO12)?
A: 0.3373 hartree

Q: Look up the energy above the lowest of the compared OMol25 structures with the same formula, charge and spin of the sixth one.
A: 109.4 kcal/mol